{
  "formula": "C31H36BN11O3RuS2",
  "method": "ωB97M-V/def2-TZVPD",
  "multiplicity": 5,
  "total_charge": 2,
  "homo_lumo_gap_ev": [7.9, 6.0],
  "s_squared": 6.02,
  "mol_weight_g_mol": 786.719,
  "energy_ha": -2946.5655,
  "e_lumo_ha": [-0.230, -0.301],
  "elements": ["Ru", "C", "C", "C", "C", "C", "N", "N", "B", "N", "N", "C", "C", "C", "C", "C", "N", "N", "C", "C", "C", "C", "C", "H", "H", "H", "H", "H", "H", "H", "H", "H", "H", "H", "H", "H", "H", "H", "H", "H", "H", "H", "H", "H", "H", "O", "S", "O", "O", "C", "N", "C", "C", "C", "N", "C", "C", "C", "N", "C", "C", "H", "H", "H", "H", "H", "H", "N", "C", "S", "N", "C", "C", "C", "C", "C", "C", "H", "H", "H", "H", "H", "H", "H", "H"],
  "positions_angstrom": [[1.2106, -0.6095, 0.5104], [4.1089, 1.0541, -0.6422], [4.2031, -0.4061, -0.3837], [5.2648, -1.2889, -0.5333], [4.8078, -2.5252, -0.0696], [5.5276, -3.8141, -0.0607], [3.5344, -2.3604, 0.3373], [3.1667, -1.0863, 0.1250], [2.5524, -3.2680, 1.1089], [2.2000, -2.4891, 2.4008], [1.6961, -1.2366, 2.3503], [1.5374, -0.7836, 3.6016], [1.0219, 0.5791, 3.8983], [1.9496, -1.7753, 4.4787], [2.3652, -2.8455, 3.6863], [2.8950, -4.1493, 4.1282], [1.2434, -3.4146, 0.2943], [0.1753, -2.6196, 0.5371], [-0.8833, -3.1290, -0.1018], [-2.2447, -2.5373, 0.0412], [-0.4860, -4.2784, -0.7809], [0.8721, -4.4317, -0.5065], [1.7980, -5.4586, -1.0278], [5.0076, 1.4179, -1.1294], [3.9907, 1.5881, 0.3026], [3.2492, 1.2666, -1.2814], [6.2365, -1.0697, -0.9252], [6.5848, -3.6456, -0.2463], [5.1421, -4.4567, -0.8524], [5.4013, -4.3354, 0.8848], [3.0199, -4.3170, 1.3427], [1.3190, 1.2721, 3.1093], [1.4250, 0.9332, 4.8434], [-0.0659, 0.5648, 3.9740], [1.9485, -1.7398, 5.5478], [2.8275, -4.2241, 5.2081], [3.9374, -4.2650, 3.8352], [2.3283, -4.9628, 3.6819], [-2.2729, -1.4993, -0.2916], [-2.5376, -2.5543, 1.0912], [-2.9673, -3.1232, -0.5196], [-1.0995, -4.9246, -1.3770], [1.2361, -6.2428, -1.5276], [2.3947, -5.9061, -0.2362], [2.4822, -5.0038, -1.7453], [-0.5715, 7.1413, -1.6944], [-1.8518, 7.7638, -1.5342], [-2.8426, 7.4793, -2.5446], [-1.9355, 8.9645, -0.7732], [-2.7023, 6.5290, -0.3345], [-3.8013, 6.9067, 0.2252], [-4.4036, 6.0149, 0.9981], [-3.8385, 4.7563, 1.1990], [-2.6374, 4.4759, 0.5450], [-2.0883, 5.3975, -0.2631], [-1.8480, 3.2459, 0.6904], [-2.3613, 2.0294, 1.1400], [-1.5148, 0.9389, 1.2628], [-0.2142, 0.9933, 0.9654], [0.2880, 2.1648, 0.5502], [-0.4812, 3.2951, 0.3808], [-5.3260, 6.3242, 1.4656], [-4.3062, 4.0479, 1.8597], [-3.4037, 1.9149, 1.3818], [-1.8843, -0.0083, 1.6354], [1.3610, 2.1861, 0.3608], [-0.0494, 4.2180, 0.0279], [-0.2574, 1.8739, -2.6563], [-0.4263, 0.5834, -2.3992], [0.9362, -0.3341, -1.8552], [-1.5574, -0.0832, -2.5603], [-2.8639, 0.2581, -2.9812], [-3.2496, 1.4637, -3.5555], [-4.5833, 1.6782, -3.8661], [-5.5402, 0.7125, -3.6037], [-5.1505, -0.5074, -3.0692], [-3.8217, -0.7361, -2.7752], [0.6745, 2.2550, -2.6585], [-0.9800, 2.4409, -3.0787], [-1.4855, -1.0712, -2.3309], [-2.5524, 2.2452, -3.8117], [-4.8664, 2.6192, -4.3098], [-6.5766, 0.9010, -3.8334], [-5.8784, -1.2812, -2.8828], [-3.5128, -1.6976, -2.3934]],
  "forces_ev_per_angstrom": [[-0.3, -0.4, -0.3], [-0.1, 0.0, 0.0], [0.2, -0.1, -0.2], [-0.4, -0.1, 0.2], [-0.1, 0.7, -0.1], [0.0, -0.3, 0.0], [0.7, -0.7, -0.1], [-0.6, 0.5, -0.1], [-0.2, 0.6, 0.0], [0.3, -0.7, 0.4], [-0.3, 0.6, -0.1], [0.1, -0.1, 0.4], [0.0, 0.0, -0.1], [0.0, 0.0, -0.4], [-0.3, 0.6, 0.0], [0.1, -0.2, -0.1], [-0.1, -0.8, -0.3], [-0.2, 0.9, 0.2], [0.3, -0.2, -0.2], [0.2, 0.0, 0.1], [0.2, 0.2, 0.2], [-0.5, 0.3, -0.1], [0.2, -0.1, 0.0], [0.0, 0.0, 0.0], [0.0, 0.1, 0.0], [0.1, 0.1, 0.0], [0.2, 0.0, -0.1], [0.0, 0.0, 0.0], [0.0, -0.1, 0.0], [0.1, -0.1, 0.0], [0.2, -0.3, 0.1], [-0.1, 0.0, 0.2], [0.0, 0.0, 0.0], [0.0, 0.1, 0.0], [0.0, 0.0, 0.3], [0.0, 0.0, 0.1], [0.1, 0.0, 0.0], [0.0, -0.1, 0.0], [-0.1, 0.1, 0.0], [-0.1, 0.0, 0.0], [-0.1, 0.0, 0.0], [-0.1, -0.2, -0.1], [0.0, 0.0, 0.0], [0.0, -0.1, 0.1], [0.0, -0.1, -0.1], [0.0, 0.2, -0.2], [1.8, 0.5, 0.1], [-0.7, -0.2, -0.5], [-0.1, 0.4, 0.0], [-1.1, -1.2, 0.8], [-0.1, 0.5, -0.3], [0.3, -0.2, 0.1], [0.4, -0.1, -0.2], [-0.7, 0.8, 0.1], [0.3, -0.3, -0.1], [0.6, -0.7, 0.0], [0.3, 0.2, -0.1], [-0.1, -0.2, 0.1], [0.1, -0.1, -0.1], [0.1, 0.4, 0.0], [-0.3, -0.1, 0.3], [-0.1, -0.1, 0.1], [-0.1, -0.1, 0.1], [-0.2, 0.0, 0.1], [0.0, 0.0, -0.1], [-0.2, 0.1, -0.1], [0.1, 0.1, 0.0], [-0.5, 0.0, -0.3], [-0.2, 0.2, 0.2], [0.8, -0.4, 0.1], [0.2, -0.2, 0.0], [-0.7, 0.2, -0.1], [0.2, 0.0, 0.1], [-0.1, 0.0, 0.1], [0.1, 0.0, 0.0], [0.0, 0.1, -0.1], [0.1, 0.1, 0.0], [0.0, -0.1, 0.1], [0.1, -0.1, 0.1], [0.2, 0.3, 0.0], [0.0, 0.0, 0.0], [-0.1, 0.1, -0.1], [-0.1, 0.0, 0.0], [-0.1, -0.1, 0.0], [0.0, -0.1, 0.1]]
}